C39H98O40S11 as an isolated structure at a distorted geometry. Source: OMol25; level of theory: ωB97M-V/def2-TZVPD.

The geometry in XYZ format:
```
188
Properties=species:S:1:pos:R:3:forces:R:3:lowdin_charge:R:1
O 23.57266 6.20059 -4.05813 4.9 3.8 1.7 -0.41
S 23.24793 7.61409 -3.93784 0.4 1.9 -0.5 0.75
O 23.07737 8.25117 -2.63754 0.4 -0.8 -1.5 -0.27
O 24.38947 8.43551 -4.82984 -0.6 -0.3 1.3 -0.27
C 24.44860 9.90106 -4.78162 -0.8 0.3 -1.7 -0.23
C 24.18538 10.45223 -6.20650 0.8 -0.3 -0.1 -0.07
C 21.80365 7.90397 -5.00358 3.2 3.0 0.7 -0.17
H 25.43358 10.20265 -4.42530 -0.1 -0.3 0.1 0.12
H 23.66921 10.39794 -4.20389 0.1 -0.7 0.7 0.11
H 24.46758 11.50460 -6.23758 -0.2 0.2 0.2 0.07
H 23.17145 10.33679 -6.58953 -0.1 0.0 0.5 0.04
H 24.81098 9.98840 -6.96913 0.2 -0.3 0.2 0.08
H 20.89401 7.59210 -4.49037 3.4 1.1 0.3 -0.01
H 22.01516 7.41304 -5.95350 0.1 0.1 0.5 0.09
H 21.65223 8.96164 -5.21923 0.7 0.4 -0.1 0.11
O 15.96521 9.81639 -10.21351 0.5 -3.0 1.4 -0.28
S 16.11845 8.55230 -9.43281 -1.8 4.7 1.8 0.88
O 16.58802 7.31535 -10.05297 2.9 12.9 2.5 -0.51
O 17.10828 8.84526 -8.11886 -1.3 -2.6 -2.1 -0.24
C 16.87729 9.99516 -7.36427 1.1 3.0 -0.1 -0.27
C 18.17250 10.19904 -6.57824 -1.2 0.5 -1.9 -0.02
C 14.54764 8.10651 -8.44637 1.5 9.0 -3.0 -0.08
H 15.96797 10.06083 -6.76683 0.4 -0.2 -0.4 0.09
H 16.78580 10.81830 -8.07290 0.0 0.2 -0.1 0.12
H 18.23693 11.20487 -6.16320 -0.2 0.3 -0.7 0.11
H 18.94604 10.05583 -7.33272 0.4 0.0 0.4 0.10
H 18.30168 9.69976 -5.61797 -0.1 -0.7 -3.5 -0.02
H 14.90240 7.42273 -7.67521 1.5 6.0 0.4 -0.07
H 13.87448 7.65771 -9.17680 -0.1 1.0 0.2 0.09
H 14.14873 8.95396 -7.88888 -0.2 1.0 -1.1 0.09
O 20.55799 5.69664 -6.06626 2.3 -3.3 2.6 -0.34
S 21.38494 5.24621 -4.97858 1.8 -2.4 2.1 0.86
O 21.56774 6.11824 -3.80609 -5.2 -6.1 -0.3 -0.39
O 20.78585 3.77470 -4.41608 1.9 1.6 -0.5 -0.23
C 19.66445 3.30677 -5.13753 -1.3 -0.2 1.1 -0.32
C 19.33306 1.90089 -4.67240 1.8 -0.1 -0.3 -0.05
C 23.08645 4.63089 -5.65273 -1.7 0.1 -1.1 -0.03
H 19.77027 3.28136 -6.22209 0.6 0.3 0.0 0.13
H 18.81222 3.94057 -4.89234 1.7 -0.5 0.0 0.04
H 18.42107 1.51227 -5.12555 0.5 0.2 -0.1 0.06
H 19.24822 1.82143 -3.58862 0.3 -0.1 -0.3 0.08
H 20.24462 1.40606 -5.00750 -0.2 -1.1 0.1 0.10
H 23.70722 5.52649 -5.62717 0.1 -1.1 -0.3 0.05
H 22.98077 4.32598 -6.69386 -0.8 -0.2 0.0 0.07
H 23.38876 3.76002 -5.07111 0.1 0.6 0.3 0.08
O 17.40039 2.87508 -3.58953 0.8 1.4 3.1 -0.32
S 17.47627 3.99969 -2.66208 0.4 -0.6 2.3 0.83
O 17.21481 5.36749 -3.11179 -0.2 -4.7 3.2 -0.31
O 16.37153 3.70174 -1.44866 2.6 1.7 0.1 -0.22
C 15.19832 3.02423 -1.79269 -0.2 -1.3 -1.2 -0.32
C 14.30552 2.72905 -0.63938 -0.5 -0.2 0.7 -0.02
C 19.03510 3.93285 -1.64295 -1.2 -1.2 0.0 -0.02
H 15.60671 2.15457 -2.30747 -0.6 -0.1 1.3 0.09
H 14.69971 3.51488 -2.62859 -0.6 0.2 1.5 0.09
H 13.31004 2.44352 -0.97937 0.1 -0.4 -0.4 0.09
H 14.10277 3.58597 0.00301 0.5 -0.3 -0.2 0.03
H 14.69912 1.91422 -0.03175 0.0 0.1 0.1 0.10
H 19.03187 4.69003 -0.85888 0.1 0.4 -0.7 0.09
H 19.91876 3.76503 -2.25865 -0.1 1.0 -0.3 0.06
H 18.98154 2.98846 -1.10132 -0.5 -0.2 0.0 0.07
O 17.28965 8.85877 -2.59923 -3.3 1.0 -1.1 -0.26
S 16.09274 9.45411 -3.25662 -2.2 -1.4 1.6 0.76
O 16.14560 10.71904 -3.95429 -0.3 -0.8 0.5 -0.25
O 15.52696 8.29147 -4.31857 5.0 2.8 2.6 -0.31
C 14.74208 8.65162 -5.39384 -0.9 -0.4 -1.0 -0.20
C 13.83184 7.43160 -5.67396 0.2 5.4 0.2 -0.12
C 14.58785 9.45469 -2.13411 2.3 0.2 -0.8 -0.03
H 15.49677 8.90877 -6.13709 -1.1 -1.0 -0.3 0.07
H 14.21517 9.58966 -5.21905 -0.4 0.0 0.2 0.14
H 13.23402 7.00124 -4.87053 0.0 1.9 -1.0 0.08
H 14.35448 6.54698 -6.03782 -2.4 4.3 0.7 0.01
H 13.01719 7.64944 -6.36461 2.3 2.9 0.9 0.07
H 14.91646 10.07040 -1.29684 -0.4 0.1 0.0 0.08
H 14.51888 8.41152 -1.82566 -0.3 0.8 0.0 0.01
H 13.73799 9.84272 -2.69560 0.2 0.1 0.0 0.08
O 12.87829 3.93134 -7.23571 0.3 1.8 1.8 -0.22
S 12.85914 4.92547 -6.16777 -6.3 0.8 0.3 0.97
O 14.07157 5.11516 -5.35113 -17.8 3.5 -4.7 -0.57
O 12.41639 6.45364 -6.74914 -4.5 -6.4 -1.8 -0.37
C 11.54323 6.68572 -7.93968 0.4 -0.4 -0.5 -0.17
C 10.82798 8.03607 -7.88342 0.3 0.0 0.8 -0.04
C 11.46448 4.66734 -4.94573 -1.4 3.2 -0.2 -0.10
H 10.84602 5.86270 -8.09664 0.0 0.0 0.3 0.13
H 12.29480 6.59092 -8.72343 -1.2 0.5 -0.1 0.05
H 11.49750 8.89618 -7.88886 0.3 -0.1 -0.2 0.07
H 10.23738 8.16522 -6.97643 -0.2 -0.3 0.0 0.08
H 10.15329 8.14680 -8.73232 0.1 -0.3 -0.1 0.09
H 11.00850 5.61889 -4.67235 0.9 1.1 -0.1 0.07
H 11.84634 4.10571 -4.09318 -0.8 1.8 0.1 0.08
H 10.59558 4.20002 -5.40911 0.4 -0.2 -0.1 0.09
O 13.11390 5.23872 -9.68009 2.8 0.7 2.2 -0.29
S 14.45254 5.43837 -8.99472 -0.6 -5.1 -7.5 0.92
O 14.65321 6.37129 -7.91402 -2.5 -13.6 -2.6 -0.45
O 15.08101 3.89534 -8.68682 -1.5 1.8 1.2 -0.31
C 14.68465 2.82479 -9.49320 0.0 -0.4 -0.9 -0.26
C 13.45237 2.03265 -8.99795 1.0 1.2 -1.0 -0.02
C 15.70394 5.72282 -10.32794 -8.7 -4.0 3.9 -0.19
H 15.63042 2.28417 -9.52988 -0.5 -0.7 0.2 0.10
H 14.66920 3.18451 -10.52202 -1.0 0.0 -0.3 0.13
H 13.56530 1.83961 -7.93114 0.0 -0.7 -0.3 0.07
H 13.38849 1.20034 -9.69886 -0.2 -0.5 0.6 0.09
H 12.56041 2.65092 -9.09918 0.1 -0.1 -0.2 0.07
H 16.08250 4.90037 -10.93488 -4.7 -1.4 0.9 0.09
H 16.54701 6.08078 -9.73703 -2.3 -4.4 1.4 0.02
H 15.30402 6.60502 -10.82783 -0.8 -2.0 -1.0 0.10
O 18.39800 5.51381 -13.43022 -0.9 0.3 1.0 -0.26
S 17.55929 6.24310 -12.50465 1.7 2.7 -0.4 0.75
O 16.27464 6.75590 -12.90875 0.7 -1.0 0.3 -0.25
O 17.34202 5.38487 -11.09888 7.3 1.1 -7.4 -0.37
C 18.35685 4.53836 -10.79182 4.1 -1.6 2.0 -0.22
C 17.97298 3.66621 -9.61803 2.7 -1.8 -9.3 -0.08
C 18.49503 7.68274 -11.73897 -0.4 -1.1 -0.6 -0.04
H 19.19419 5.09727 -10.37399 0.0 -0.1 -0.9 0.09
H 18.77344 3.87280 -11.54785 -0.5 0.5 -0.7 0.14
H 18.79274 3.41463 -8.94512 0.6 0.2 -1.1 0.15
H 17.51915 2.80495 -10.10829 0.6 -0.9 -0.1 0.13
H 17.19754 4.08410 -8.97603 -0.4 4.0 -7.2 -0.10
H 19.49495 7.30277 -11.52945 0.1 0.5 -0.7 0.08
H 18.03126 7.92479 -10.78271 0.6 0.0 -1.4 0.01
H 18.35497 8.55179 -12.38180 0.5 -0.3 -0.3 0.09
O 17.18056 4.69106 -8.05133 1.7 17.7 7.2 -0.34
S 17.07967 4.81195 -6.58373 -1.2 5.8 2.2 0.92
O 17.46695 3.70163 -5.74714 -0.3 4.3 4.7 -0.43
O 17.92961 6.13336 -6.15484 -5.2 -3.7 2.6 -0.31
C 18.33316 6.30902 -4.81253 1.2 2.6 0.7 -0.19
C 19.23102 7.59664 -4.66369 -3.6 -1.6 -1.0 -0.03
C 15.41894 5.37342 -6.19269 10.3 -1.9 -2.0 -0.28
H 18.89662 5.41809 -4.53531 -0.2 0.8 0.2 0.08
H 17.49686 6.39978 -4.11937 0.8 1.3 -2.3 0.07
H 20.14079 7.51847 -5.25892 -3.4 0.0 -0.4 0.02
H 19.36276 7.70951 -3.58758 0.5 -0.2 0.1 0.12
H 18.69797 8.50240 -4.95274 0.4 -1.7 -0.2 0.06
H 15.40081 6.46171 -6.25096 2.8 -1.4 0.3 0.11
H 15.26641 5.03493 -5.16787 7.7 -0.2 -0.7 0.04
H 14.71917 4.93586 -6.90470 3.7 -1.1 0.1 0.07
O 15.51167 -0.66192 -4.90762 1.9 -0.9 -2.9 -0.29
S 16.30260 -0.56752 -6.15560 0.8 -1.3 -0.1 0.77
O 15.80388 -1.11882 -7.43696 0.9 1.4 2.8 -0.29
O 16.74401 1.02744 -6.31954 -0.6 -2.7 0.2 -0.34
C 16.89219 1.45080 -7.65886 0.9 0.7 -0.8 -0.15
C 17.29045 2.95777 -7.63359 -2.7 -12.5 0.7 -0.22
C 18.09525 -1.19640 -5.90326 -1.7 0.3 0.3 -0.06
H 15.98215 1.15451 -8.18052 0.1 0.4 0.0 0.09
H 17.71042 0.88918 -8.10961 0.2 -0.2 -0.2 0.13
H 17.33725 3.37427 -8.63978 -0.9 -9.3 4.2 -0.12
H 18.18342 3.04268 -7.01431 0.2 -1.3 -2.4 0.10
H 16.45558 3.48213 -7.16868 -2.0 -4.6 -1.3 0.06
H 17.99153 -2.27594 -5.79399 0.2 0.1 -0.4 0.06
H 18.53103 -0.77834 -4.99584 -0.5 0.1 0.1 0.05
H 18.71101 -0.83313 -6.72605 -0.4 -0.4 -0.3 0.06
O 14.91666 5.22103 0.75994 -1.4 1.9 -0.8 -0.30
S 14.02727 6.32722 0.39625 -0.2 -0.1 0.0 0.75
O 13.84997 7.38137 1.40159 0.6 -1.2 -2.5 -0.29
O 14.51678 6.92313 -1.11867 -0.4 0.3 3.0 -0.30
C 14.69625 6.03404 -2.22130 -0.2 -3.2 1.4 -0.23
C 14.21954 6.47933 -3.54279 -0.3 0.6 4.4 -0.07
C 12.24996 5.79833 -0.04668 1.6 0.5 1.0 -0.06
H 14.08526 5.17182 -1.95414 -0.3 -0.2 0.0 0.09
H 15.68219 5.57090 -2.26032 -0.6 1.5 0.6 0.08
H 14.64943 5.81676 -4.29398 0.4 2.7 3.1 0.06
H 14.40803 7.54674 -3.65769 -1.0 -2.1 0.9 0.04
H 13.14679 6.28732 -3.56377 -0.2 -0.2 0.2 0.11
H 11.64921 6.65973 0.24520 0.2 0.0 -0.2 0.06
H 12.08937 5.00632 0.68477 -0.2 -0.2 -0.4 0.06
H 12.10385 5.53197 -1.09349 0.3 -0.2 0.2 0.06
O 18.55470 10.21153 -4.33861 2.2 2.1 3.7 -0.15
H 17.74611 9.71249 -4.22297 1.0 0.6 0.3 -0.04
H 19.11486 9.93201 -3.61452 0.1 0.0 0.6 0.09
C 19.29141 6.78699 -7.49207 0.6 1.1 -4.9 -0.14
C 19.20704 6.96453 -9.04803 -0.1 -0.6 1.8 -0.10
O 19.82859 8.22074 -9.16916 1.6 1.9 -0.7 0.07
C 20.73227 8.37273 -8.18426 0.8 1.7 3.1 -0.46
O 21.53821 9.27309 -7.91899 -2.0 -2.0 -2.2 0.11
O 20.51023 7.43502 -7.20695 0.7 1.7 -3.3 -0.05
H 19.24709 5.75204 -7.15292 1.1 1.5 -2.0 0.11
H 18.52909 7.38532 -6.99312 1.0 0.6 -1.5 0.12
H 18.20108 6.97711 -9.46753 1.1 0.0 1.0 0.07
H 19.76979 6.27146 -9.67338 0.5 0.1 0.8 0.11
C 15.20518 3.18445 -4.53094 1.2 -1.3 0.1 -0.15
C 15.10368 1.71020 -4.36905 1.6 -0.2 0.0 -0.13
O 13.77600 1.45457 -4.82867 -0.3 -0.8 -0.5 0.16
C 13.10728 2.59323 -4.83234 -4.5 -2.7 0.3 -0.49
O 11.85013 2.71460 -5.04196 6.1 -5.8 -0.2 -0.02
O 13.87768 3.58469 -4.50158 -2.5 -6.6 4.9 -0.04
H 15.72862 3.39157 -5.46432 -1.2 -0.4 0.7 0.12
H 15.76447 3.61204 -3.69880 -1.5 0.3 -2.0 0.07
H 15.34012 1.33779 -3.37231 -1.1 -0.4 -0.7 0.12
H 15.89079 1.26946 -4.98086 -1.7 1.1 1.0 0.06
```
Forces are in eV/Å.

Calculated values
ΔE to the lowest compared entry with this formula, charge and spin ... 1683.4 kcal per mole
Kohn-Sham gap ... 7.71 eV
Multiplicity ... 1
Total energy ... -8931.264112 hartree